No. 1
75
Properties=species:S:1:pos:R:3:forces:R:3 method="wB97M-V/def2-TZVPD" e_lumo_ev=-2.8 homo_energy_ev=-10.2 charge=+1 orbital_gap_ev=7.4
La -0.0236 0.0543 0.4323 -1.2 0.3 -0.3
Se 0.7641 -0.6531 5.4940 0.2 0.0 -0.1
P 1.9086 2.1183 1.5117 0.0 0.3 0.2
P 1.1043 -2.7332 0.7334 0.0 -0.8 0.4
N 0.8320 -0.3157 2.5566 0.5 -0.5 3.9
C 1.3038 -1.3888 -4.1887 0.2 -0.6 -0.3
C -1.0725 -0.8756 -3.7156 -0.1 -0.3 -0.2
C -0.0808 1.5427 -3.8480 -0.4 0.7 -0.2
C 2.1758 3.5360 0.3958 0.2 0.2 0.1
C 0.8527 -0.4405 3.7613 -0.3 0.1 -2.7
C 1.5973 2.9061 3.1421 -0.2 0.0 -0.1
C -1.9242 3.1461 0.7751 -0.3 0.6 0.1
C -2.0338 1.5751 3.5659 0.4 0.0 0.4
C -2.9897 1.0963 -1.4306 -0.5 0.3 -0.6
C -0.9575 0.4225 -4.4589 -0.7 0.0 -0.4
C -3.1847 -1.7580 -0.1080 -0.4 -0.4 -0.3
C -2.3909 -0.3894 1.9462 -0.2 0.2 -0.5
C 2.6455 -2.9550 -0.2323 0.1 0.0 0.1
C -0.0269 -3.9625 -0.0065 -0.2 -0.1 -0.1
C 0.5635 1.3096 -2.5124 0.6 0.2 0.1
C -2.6004 0.7673 -0.0411 0.1 -0.4 0.7
C 2.1685 -0.2865 -3.5288 0.8 -0.3 0.0
C -2.7320 -0.5154 0.5728 0.5 0.5 0.0
C -2.2088 1.6946 0.9696 0.0 -0.8 0.2
C 1.5985 0.4673 -2.3641 0.0 0.6 0.0
C 3.5841 1.4187 1.7491 0.0 0.0 0.0
C -2.1536 0.9834 2.2034 0.3 0.1 -0.5
C -0.0325 -1.6987 -3.5802 -0.1 -0.1 -0.1
C 1.5257 -3.4706 2.3739 0.0 0.2 0.1
C -2.3930 -1.4948 2.9498 0.0 -0.4 0.4
H 3.1055 -0.7620 -3.2041 -0.2 0.2 -0.1
H 1.1873 -1.1150 -5.2504 -0.2 -0.2 0.3
H -1.8365 2.6481 3.5252 0.1 -0.1 0.0
H 2.4138 -2.9905 -1.3045 0.1 0.0 0.2
H 0.6621 -3.3967 3.0590 0.3 0.0 -0.3
H -3.0670 0.1915 -2.0459 0.1 0.3 0.1
H -2.8981 -1.7666 -1.1688 0.0 -0.1 0.2
H -2.0908 -1.1675 -3.4351 0.5 -0.1 0.2
H -1.9723 0.8233 -4.5969 0.3 -0.1 0.0
H -2.2862 1.7998 -1.8964 -0.2 -0.1 -0.1
H 1.4962 2.1459 3.9315 0.0 0.2 -0.3
H 1.2053 4.0176 0.1982 0.4 -0.1 0.1
H 2.5934 3.1679 -0.5534 -0.1 0.2 0.2
H -0.5973 -3.4807 -0.8170 0.2 -0.3 0.2
H 0.5413 -4.8036 -0.4141 -0.2 0.0 0.1
H -0.5737 0.2424 -5.4783 -0.2 -0.2 0.3
H 0.6735 3.5014 3.0987 0.2 -0.2 0.0
H -2.9703 1.4689 4.1345 0.2 -0.1 -0.2
H 2.3606 -2.9141 2.8330 -0.4 -0.2 -0.2
H 4.2454 2.1770 2.1893 -0.1 -0.2 -0.2
H 3.3017 -2.0963 -0.0355 0.0 -0.3 -0.1
H 2.4326 3.5778 3.3794 -0.2 -0.2 0.0
H -1.9097 -2.3996 2.5443 -0.2 0.2 0.1
H 3.5339 0.5511 2.4213 0.0 0.3 -0.2
H 0.2634 2.0226 -1.7236 0.1 -0.5 -0.1
H -1.1987 3.5274 1.5126 -0.2 -0.1 -0.3
H 0.6740 1.7927 -4.6132 0.0 0.0 0.5
H -1.2298 1.0853 4.1391 -0.3 0.3 0.0
H -0.7431 -4.3264 0.7474 0.3 0.1 -0.3
H 3.9889 1.0966 0.7805 0.0 0.1 0.2
H 2.4534 0.4043 -4.3409 -0.1 0.1 0.5
H 3.1657 -3.8779 0.0599 -0.1 0.2 -0.1
H -4.2875 -1.8445 -0.0870 0.4 0.0 0.0
H -3.9922 1.5707 -1.4527 0.5 -0.1 0.0
H -0.7182 2.4369 -3.7661 0.3 -0.2 0.0
H 2.2090 0.4241 -1.4433 -0.4 0.1 -0.2
H -3.4124 -1.7837 3.2634 0.4 0.1 -0.1
H 1.8155 -4.5298 2.2829 -0.1 0.4 -0.1
H -0.1285 -2.6937 -3.1399 -0.2 0.3 0.0
H 1.8945 -2.3164 -4.1909 -0.2 0.3 -0.1
H -2.7888 -2.6623 0.3729 -0.1 0.2 -0.1
H 2.8654 4.2566 0.8572 -0.2 0.0 -0.3
H -1.5378 3.3654 -0.2295 0.0 0.0 0.1
H -2.8397 3.7519 0.8888 0.3 -0.1 -0.1
H -1.8236 -1.2207 3.8504 -0.2 -0.1 -0.2

---

No. 2
7
Properties=species:S:1:pos:R:3:forces:R:3 method="wB97M-V/def2-TZVPD" e_lumo_ev=-0.6 homo_energy_ev=-9.7 charge=0 orbital_gap_ev=9.1 de_lowest_kcal_mol=65.1
I 2.1232 -1.3694 -0.0319 -0.4 1.0 -0.5
Br 1.3079 1.9727 0.0658 0.5 0.8 0.0
C 0.9946 0.3464 -0.7019 -4.9 -3.0 0.5
C -1.6213 -0.2791 0.9388 -2.6 -1.6 1.3
C -0.9085 -0.1008 -0.0015 5.2 1.3 -2.1
H 0.5450 0.2213 -1.7194 1.4 0.7 0.8
H -2.4409 -0.7911 1.4502 0.7 0.8 0.0

---

No. 3
19
Properties=species:S:1:pos:R:3:forces:R:3 method="wB97M-V/def2-TZVPD" e_lumo_ev=-5.2 homo_energy_ev=-14.2 charge=+1 orbital_gap_ev=9.0 de_lowest_kcal_mol=77.6
O 2.6239 0.1765 0.9677 -1.0 -0.5 -1.6
N -0.1545 -0.4666 -0.2382 2.2 -1.0 2.5
C -0.6659 0.8509 -0.4741 0.8 2.0 0.0
C -0.3558 -1.0927 1.1353 -2.1 5.1 -0.5
C 2.0901 0.0567 -0.0372 -0.6 0.1 -1.1
C -0.4656 1.8766 0.6864 2.2 -0.9 0.7
C -0.2849 -1.3870 -1.3310 -1.1 -1.4 -1.3
H -0.0240 -2.0227 1.2349 1.4 -4.1 -0.4
H -1.1846 1.7666 1.5362 0.7 0.0 -0.8
H 0.2566 -0.5066 1.7999 0.0 0.4 0.5
H 0.5540 -1.2766 -2.0621 -0.5 -0.1 0.4
H 2.1713 0.1507 -1.2097 0.0 -0.2 2.0
H -0.1434 1.2207 -1.3875 -0.2 -0.1 0.4
H -0.2631 -2.3923 -0.8443 0.1 0.6 -1.0
H -1.6794 0.7621 -0.7749 -1.3 0.0 -0.1
H 0.6526 1.7104 1.0811 -2.5 0.4 -0.5
H -0.4452 2.9265 0.3663 -0.4 -0.5 -0.2
H -1.2741 -1.3141 -1.9618 1.7 0.2 1.4
H -1.4079 -1.0391 1.5129 0.7 0.1 -0.6

---

No. 4
10
Properties=species:S:1:pos:R:3:forces:R:3 method="wB97M-V/def2-TZVPD" e_lumo_ev=-1.6 homo_energy_ev=-9.6 charge=0 orbital_gap_ev=8.0 de_lowest_kcal_mol=10.2
I 0.1437 -1.6285 2.1896 0.4 0.3 0.1
Br -1.4645 -3.3769 1.6695 -0.3 -0.3 -0.1
Cl 2.0554 1.4530 1.6855 -1.4 -0.2 -1.0
F -1.4221 0.5413 -0.1355 0.5 0.5 -0.2
N 0.1816 0.2557 -1.2507 -0.7 -0.8 0.3
N -0.1114 -0.3462 -2.2521 -0.4 1.3 -0.5
N 0.8637 1.6291 0.3702 -1.3 1.1 -0.1
N 1.0214 0.7296 -0.5781 2.3 -1.5 -0.3
H -0.2224 1.5087 0.4865 0.6 0.1 1.2
H -1.0453 -0.7660 -2.1848 0.4 -0.5 0.5

---

No. 5
13
Properties=species:S:1:pos:R:3:forces:R:3 method="wB97M-V/def2-TZVPD" e_lumo_ev=0.3 homo_energy_ev=-9.4 charge=0 orbital_gap_ev=9.7 de_lowest_kcal_mol=16.7 smiles=Clc1ncccn1.S
Cl -1.2492 2.2111 0.3192 -0.4 0.0 0.1
S -4.4924 -0.4590 0.0443 1.3 -0.7 -0.2
N -0.2397 -0.2043 0.3472 -0.3 2.3 0.1
N 1.2379 1.6848 0.0552 0.0 -1.6 0.0
C 2.0815 -0.6220 -0.0854 0.7 2.9 -0.5
C 0.7997 -0.9784 0.1863 -0.6 -4.6 -0.9
C 2.2186 0.7901 -0.1107 2.5 0.5 -1.5
C 0.0561 1.0972 0.2437 -0.1 0.1 0.4
H 2.8883 -1.2341 -0.4954 -0.5 -0.1 0.7
H -3.2744 0.1168 0.2139 -0.5 0.2 0.1
H -3.7777 -1.5777 -0.3171 -0.8 0.5 0.2
H 3.2237 1.2608 -0.4829 -1.8 -0.9 1.1
H 0.5275 -2.0852 0.0817 0.4 1.5 0.5

---

No. 6
75
Properties=species:S:1:pos:R:3:forces:R:3 method="wB97M-V/def2-TZVPD" e_lumo_ev=0.4 homo_energy_ev=-10.6 charge=0 orbital_gap_ev=11.0 smiles="COP(=O)(OC)OC.COP(=O)(OC)OC.ClC(Cl)Cl.CCCC#N.CCCC#N.CCCC#N"
Cl -0.6228 3.2347 -0.8375 -0.3 -0.3 0.9
Cl -0.9514 2.4524 2.1039 -0.6 0.5 -1.5
Cl -3.2667 3.3908 0.3618 0.7 -0.6 0.3
P -1.8641 -0.5073 -3.0729 -0.1 -0.4 -1.8
P 2.5924 -2.7011 -1.8702 0.3 -0.3 -0.4
O -3.4538 -0.5894 -3.2638 0.4 -0.7 -0.6
O -1.3689 0.7279 -3.9606 0.4 -0.5 2.6
O -1.3939 -1.6910 -4.0557 0.1 -0.3 2.0
O 3.4475 -2.2428 -0.7524 -0.9 -0.4 -0.6
O 1.2866 -3.6097 -1.4769 1.1 1.3 0.2
O 2.0788 -1.5346 -2.8528 -0.3 0.1 1.1
O -1.4600 -0.5111 -1.6541 0.1 0.2 -0.7
O 3.3729 -3.5899 -2.9521 -0.5 0.9 0.5
N 0.0321 -2.5467 2.8958 -1.6 -0.3 0.0
N -1.1151 2.4445 7.7856 0.6 1.5 0.0
N 3.1962 2.7332 -0.9070 0.2 0.3 0.0
C -1.3921 -3.0785 -3.4155 -0.2 2.3 -1.4
C -0.7201 5.2359 5.7412 -0.5 -0.3 1.1
C 5.9286 0.7346 -0.2330 0.7 -0.4 -0.2
C -1.7338 0.9791 -5.2617 -0.4 0.6 -1.9
C -1.6993 2.5267 0.3994 0.6 -0.8 0.3
C -4.3239 0.0152 -2.3294 0.3 0.6 0.3
C 0.4960 -3.2297 -0.2513 1.3 -0.8 -1.8
C 3.8388 1.9743 -0.3315 -1.2 0.2 -0.3
C -3.2447 -2.3096 1.6009 0.8 -1.0 -1.3
C 2.7905 -3.7747 -4.2691 0.5 -2.7 1.0
C 1.8317 -0.2129 -2.2698 2.3 0.5 -1.2
C -2.0938 4.7648 5.3966 -1.3 -1.1 -0.6
C 6.0064 0.1854 -1.6786 1.5 0.1 1.6
C -2.5091 -3.1705 2.6405 -1.0 -0.5 0.3
C -1.0996 -2.8008 2.8436 0.9 0.4 0.3
C 4.5043 0.8907 0.3325 1.2 -0.5 1.0
C -0.3897 4.8937 7.2109 0.3 0.9 0.7
C -3.5470 -0.8950 1.9720 0.3 0.7 2.0
C -0.7686 3.5414 7.6262 -0.8 -1.3 -0.2
H 3.6201 -4.2382 -4.8741 -1.1 0.8 0.4
H -3.8984 -0.2821 1.1381 0.0 -0.2 0.1
H -5.3611 -0.3031 -2.4289 0.3 -0.5 -0.2
H 6.4883 1.6752 -0.2088 -0.2 0.0 0.4
H -2.0378 -2.9879 -2.5479 0.2 -0.6 0.2
H -0.6114 6.3014 5.6593 0.1 0.5 -0.3
H -4.3075 -0.8959 2.8095 0.6 0.2 -1.0
H 1.6141 0.4443 -3.1366 -0.5 -0.5 0.7
H -3.9122 -0.1603 -1.3491 -0.3 -0.1 0.6
H -0.2583 -4.0081 -0.2621 -0.2 0.2 0.5
H -2.7971 4.8508 6.2139 -0.2 0.5 0.3
H -0.3455 -3.3098 -3.2075 -0.4 -0.2 0.1
H 7.0912 0.2556 -1.9923 -1.5 0.0 -0.2
H 1.1657 -3.2542 0.5839 0.1 -0.2 0.6
H -2.6069 -2.3757 0.6811 -0.7 0.3 0.5
H -2.5042 -4.2054 2.2828 0.2 0.1 -0.2
H 2.2953 -2.9169 -4.6609 0.2 0.8 -0.4
H -4.2869 1.0686 -2.5235 -0.2 0.8 0.1
H -1.7887 1.4395 0.1644 -0.3 1.1 0.0
H -4.1803 -2.8297 1.3962 0.0 -0.1 -0.2
H -2.1118 3.6911 5.2059 0.4 -0.2 0.1
H 2.8184 0.2010 -1.8925 -1.3 -0.7 0.0
H 2.0206 -4.5468 -4.0613 0.3 0.2 -0.8
H -2.5803 5.1383 4.4962 0.4 0.6 0.0
H -3.1627 -3.2821 3.5383 1.0 0.6 -0.1
H -2.7520 1.3639 -5.3343 -0.1 -0.2 0.0
H -1.0763 1.7161 -5.7009 0.3 0.6 0.4
H -2.6348 -0.4235 2.4167 -0.6 -0.1 -0.5
H -0.0034 4.7258 5.1349 0.6 -0.1 -0.6
H -1.5725 0.1581 -5.9442 -0.4 -0.8 0.1
H -0.7077 5.6797 7.9455 -0.4 -0.9 -0.7
H 0.1362 -2.2349 -0.4011 -0.7 0.5 0.0
H 4.5333 1.0744 1.4411 -0.1 -0.1 -1.0
H 3.9711 -0.0545 0.1613 -0.1 0.2 0.0
H 6.4647 -0.0117 0.3883 -0.2 0.6 -0.1
H 5.2662 0.5707 -2.3297 -0.3 1.1 -1.0
H 5.7366 -0.8306 -1.5865 -0.1 -1.5 -0.1
H 0.6747 4.9719 7.3171 0.8 -0.2 0.1
H -1.8547 -3.6218 -4.2300 0.1 -0.7 0.3
H 1.0711 -0.2830 -1.5175 -0.4 0.4 0.2

---

Copy entry 4 word for word.
10
Properties=species:S:1:pos:R:3:forces:R:3 method="wB97M-V/def2-TZVPD" e_lumo_ev=-1.6 homo_energy_ev=-9.6 charge=0 orbital_gap_ev=8.0 de_lowest_kcal_mol=10.2
I 0.1437 -1.6285 2.1896 0.4 0.3 0.1
Br -1.4645 -3.3769 1.6695 -0.3 -0.3 -0.1
Cl 2.0554 1.4530 1.6855 -1.4 -0.2 -1.0
F -1.4221 0.5413 -0.1355 0.5 0.5 -0.2
N 0.1816 0.2557 -1.2507 -0.7 -0.8 0.3
N -0.1114 -0.3462 -2.2521 -0.4 1.3 -0.5
N 0.8637 1.6291 0.3702 -1.3 1.1 -0.1
N 1.0214 0.7296 -0.5781 2.3 -1.5 -0.3
H -0.2224 1.5087 0.4865 0.6 0.1 1.2
H -1.0453 -0.7660 -2.1848 0.4 -0.5 0.5